Computed, not measured: a molecular structure, C32H25Cl5N8O7Ti in a non-equilibrium geometry, with ωB97M-V/def2-TZVPD.

Geometry as XYZ:
```
78
Properties=species:S:1:pos:R:3:forces:R:3:mulliken_charge:R:1
Ti -0.343251 0.812191 0.283570 0.239 0.392 1.216 -0.8605
C 0.375041 2.650606 5.274992 0.002 0.007 0.006 -0.5514
C -0.930399 2.200158 5.113901 -0.019 0.001 0.000 -0.9279
C -1.249095 1.335958 4.079944 -0.003 0.002 -0.058 0.2285
C -0.247712 0.903172 3.210534 0.205 0.194 0.164 -0.4386
C 1.060414 1.351041 3.372161 -0.042 -0.008 0.059 -0.1654
C 1.367121 2.228235 4.402989 0.034 0.000 -0.013 -0.7709
N -0.551962 0.080610 2.098109 -0.203 -0.109 -0.752 1.2034
C -1.260277 -1.074850 2.222568 -0.120 -0.170 0.014 -0.3452
C -1.380954 -1.833661 3.402545 0.058 0.043 0.045 -0.7316
C -2.084375 -3.010991 3.377077 -0.018 0.008 -0.043 -0.6566
C -2.715682 -3.491081 2.204169 0.008 -0.028 0.067 -0.7136
C -2.632400 -2.772744 1.049303 0.020 0.011 -0.041 -0.9020
C -1.904125 -1.565645 1.058159 -0.149 -0.094 0.083 1.1883
N -1.800502 -0.708398 0.002457 -0.162 -0.010 -0.201 2.0779
N -2.375814 -0.903599 -1.101055 -0.043 -0.152 0.203 -1.3746
C -2.155717 0.160526 -1.979182 0.023 0.115 -0.150 0.2583
C -2.891809 0.230748 -3.151334 0.000 0.006 0.010 -0.6764
C -2.713222 1.329696 -3.972386 0.016 0.011 -0.005 -0.3458
C -1.803096 2.315886 -3.607250 -0.017 0.000 -0.032 -0.9679
C -1.094945 2.166054 -2.433677 0.078 -0.046 0.033 -0.3979
N -1.257820 1.102932 -1.633448 -0.124 -0.177 -0.056 0.7754
H 0.617371 3.326932 6.083693 -0.002 -0.004 -0.004 0.4607
H -1.705685 2.531251 5.792301 0.004 -0.005 -0.004 0.4451
H -2.269975 1.005158 3.932739 0.002 -0.010 0.000 0.5300
H 1.833622 0.998056 2.699731 0.003 -0.011 -0.010 0.3850
H 2.385739 2.569594 4.531819 -0.008 0.002 0.000 0.4715
H -0.901684 -1.491410 4.309241 -0.009 0.004 0.005 0.5252
H -2.157933 -3.595369 4.285207 0.000 0.002 0.001 0.4581
H -3.265741 -4.420717 2.236819 0.004 0.006 -0.007 0.4408
H -3.110737 -3.093823 0.134510 -0.005 -0.007 0.013 0.5077
H -3.603311 -0.551555 -3.373017 0.005 0.004 0.002 0.5940
H -3.284751 1.426261 -4.885812 -0.001 -0.004 0.006 0.4454
H -1.643127 3.189455 -4.222230 0.002 -0.002 0.003 0.4726
H -0.364806 2.898598 -2.114040 -0.002 0.009 0.004 0.6412
Cl 5.888685 -2.942572 -1.982803 0.020 -0.064 -0.077 -0.0901
C 4.527193 -2.063936 -1.404411 -0.002 0.111 0.091 -0.0523
C 3.825497 -2.522624 -0.289013 0.075 -0.153 -0.007 0.3692
Cl 4.348117 -3.928119 0.537928 0.015 0.037 0.000 -0.1345
C 2.657434 -1.882390 0.109627 -0.127 0.185 -0.016 0.3016
Cl 1.727977 -2.462648 1.424056 0.002 -0.002 0.033 -0.1155
C 2.194838 -0.764375 -0.589735 0.049 -0.074 -0.119 -1.5760
O 1.058027 -0.169544 -0.244763 0.372 -0.014 -0.225 0.1161
C 2.914816 -0.301300 -1.694549 -0.084 -0.033 0.140 0.1635
Cl 2.275000 1.029250 -2.573339 0.031 0.066 -0.048 -0.1204
C 4.073547 -0.948602 -2.107325 0.026 0.064 0.107 0.5362
Cl 4.892286 -0.415338 -3.515467 0.041 -0.001 -0.086 -0.1089
N 3.566601 -4.439919 -4.586657 0.014 0.019 -0.002 -0.1739
C 2.460654 -3.407434 -4.606385 -0.018 0.049 -0.019 -0.6010
C 1.888395 -3.260541 -3.196405 -0.113 -0.071 0.014 -0.4200
N 0.819178 -2.303925 -3.054595 -0.090 -0.021 -0.018 -0.3256
H 4.015479 -4.532937 -5.499874 0.004 -0.006 0.002 0.3979
H 3.210717 -5.359879 -4.318215 0.008 -0.003 -0.001 0.3806
H 4.291894 -4.178994 -3.907368 0.043 0.042 0.026 0.1406
H 1.716397 -3.731741 -5.331271 0.030 -0.062 -0.010 0.3856
H 2.918539 -2.480827 -4.950763 -0.036 0.025 0.005 0.3482
H 2.699954 -2.948011 -2.547399 0.049 -0.090 0.100 -0.1251
H 1.550359 -4.234650 -2.829347 -0.070 0.014 -0.051 0.4891
H -0.049365 -2.579267 -3.491761 0.057 -0.014 -0.096 0.2997
H 1.078749 -1.367831 -3.337632 -0.046 -0.017 -0.072 0.1122
O -1.743174 2.331724 0.898277 -0.077 -0.049 -0.146 -0.3478
C -0.773240 3.122324 0.873892 -0.145 0.110 0.208 1.5366
O 0.355296 2.632136 0.452346 0.168 0.008 -0.318 -0.7266
C -0.853628 4.520624 1.308081 0.095 -0.008 0.031 0.3242
C 0.267646 5.336639 1.199183 0.022 0.015 -0.032 -0.4039
C 0.168456 6.644104 1.625490 -0.144 0.026 -0.252 -0.4596
C -0.994425 7.163835 2.160745 -0.004 0.052 0.009 -0.3454
C -2.084607 6.318460 2.253794 0.014 0.024 -0.023 -0.4116
C -2.043213 5.005738 1.839642 -0.098 -0.070 -0.009 -0.5537
N -3.347788 6.843663 2.823868 0.024 -0.036 0.138 1.0636
O -3.353657 8.001168 3.168190 -0.010 0.005 -0.047 -0.5931
O -4.269510 6.062226 2.915475 -0.005 0.019 -0.047 -0.6059
N 1.356251 7.520211 1.505009 0.340 -0.377 0.919 1.0572
O 1.289419 8.604998 2.030867 -0.123 0.172 -0.320 -0.5767
O 2.345491 7.026343 1.006772 -0.086 0.126 -0.330 -0.6105
H 1.199152 4.968730 0.794714 0.000 0.000 -0.004 0.7798
H -1.049806 8.190215 2.494704 -0.005 0.003 -0.004 0.6446
H -2.916892 4.375954 1.933578 0.007 0.013 -0.002 0.7485
```
Positions in Å, forces in eV/Å.

The highest occupied orbital energy comes out at -12.72 eV. The frontier orbital gap comes out at 5.82 eV. As for the total charge: +2.

Computed, not measured: a molecular structure, C45H49Cl5N9P2Rh in a non-equilibrium geometry, with ωB97M-V/def2-TZVPD.

Geometry as XYZ:
```
111
Properties=species:S:1:pos:R:3:forces:R:3:mulliken_charge:R:1
Rh 0.426015 1.265963 -0.283829 2.490 -0.977 -1.097 -0.0308
N -3.178685 0.661263 -0.746029 0.537 0.509 0.251 0.3403
P -1.821385 1.571663 -1.232329 -0.794 0.564 0.838 1.9456
C -2.647785 3.167063 -0.842429 0.370 -0.198 0.341 0.1440
C -2.131085 3.986563 0.155871 0.036 -0.097 -0.016 -0.3466
C -2.786285 5.152363 0.504171 0.014 -0.016 0.084 -1.4212
C -3.972785 5.497063 -0.124129 0.063 -0.017 -0.062 -0.8613
C -4.485085 4.685863 -1.122229 -0.113 0.081 0.032 -0.8345
C -3.828185 3.522863 -1.483529 0.124 -0.148 -0.112 -0.6781
C -1.839185 1.284163 -3.040729 0.836 -0.080 0.363 2.4213
C -3.014385 0.985563 -3.721629 -0.220 0.015 0.178 -0.8049
C -2.979185 0.719463 -5.079129 -0.021 0.035 -0.009 -1.0488
C -1.774485 0.727363 -5.763329 0.035 -0.017 0.020 -0.7774
C -0.599685 1.005563 -5.086029 0.090 -0.012 -0.048 -0.7722
C -0.629085 1.277763 -3.730329 -0.011 0.153 0.003 -0.6821
C -3.203985 -0.694037 -0.922929 -0.184 -1.230 -0.145 -0.1829
C -4.356185 -1.462537 -0.720729 0.169 0.222 -0.065 -1.2488
C -4.265785 -2.823537 -0.920329 0.210 -0.011 -0.029 -0.7966
C -3.049885 -3.368937 -1.319429 0.021 0.026 0.021 -0.8372
C -1.978885 -2.517437 -1.517529 -0.244 -0.454 0.073 0.2192
N -2.044385 -1.210237 -1.312729 -0.104 0.454 0.115 0.6074
H -4.000785 1.108663 -0.362529 0.277 0.167 0.001 0.3321
H -1.197585 3.713963 0.638871 -0.045 0.048 0.005 0.8983
H -2.370985 5.795363 1.263771 0.047 0.076 0.117 0.5721
H -4.487885 6.401863 0.154671 -0.063 0.119 0.021 0.4576
H -5.400685 4.958363 -1.623229 -0.088 0.027 -0.064 0.4884
H -4.225585 2.912063 -2.280029 -0.066 -0.026 -0.064 0.3633
H -3.962985 0.952363 -3.205029 -0.019 -0.056 0.044 0.3859
H -3.895685 0.503763 -5.605929 -0.101 -0.023 -0.015 0.4683
H -1.749385 0.509063 -6.819229 -0.020 0.000 -0.118 0.4370
H 0.343515 1.011463 -5.610929 0.082 0.001 -0.057 0.5257
H 0.293515 1.496963 -3.207729 -0.012 -0.022 -0.142 0.1957
H -5.286085 -0.996837 -0.434529 -0.109 0.063 0.077 0.5635
H -5.125185 -3.459837 -0.772529 -0.092 -0.010 0.021 0.4717
H -2.936385 -4.429637 -1.467929 -0.001 -0.124 -0.061 0.5303
H -1.025985 -2.900237 -1.847429 0.158 -0.155 0.011 -0.1320
N 6.564315 -0.556737 -1.428029 0.040 0.032 0.167 -0.3669
C 5.385715 -0.193737 -0.921429 -0.155 -0.343 0.109 0.5282
N 5.117115 -0.485837 0.371271 0.065 0.100 0.123 -0.1749
N 4.519015 0.348163 -1.731229 0.840 -0.009 -0.574 -0.7376
C 3.336115 0.763163 -1.573729 -0.622 0.161 -0.197 0.5789
N 2.240415 1.156263 -1.658329 -0.836 0.352 0.600 -0.5010
H 7.293415 -0.942037 -0.854429 0.024 -0.016 -0.048 0.1986
H 6.749715 -0.374537 -2.399129 0.001 0.028 -0.020 0.2520
H 5.877015 -0.734237 0.982371 0.025 -0.042 0.050 0.2664
H 4.346715 -0.001837 0.806871 0.054 -0.071 -0.094 -0.2630
C -0.882885 1.185463 4.755371 0.190 -0.048 -0.124 -1.6708
C -0.865885 1.683363 3.312271 0.129 -0.026 -0.543 0.7548
C -2.278185 2.055163 2.855871 0.036 -0.036 -0.143 -1.9268
P 0.062915 0.563363 2.117171 -0.504 0.521 0.192 -0.4007
C -0.729685 -1.163337 2.261771 0.111 0.233 -0.595 2.2847
C -2.249585 -1.027837 2.306971 0.048 0.144 -0.171 -1.9010
C -0.269885 -2.086537 3.386371 0.215 0.117 -0.097 -1.6206
C 1.853215 0.640363 2.774771 -0.233 0.053 -0.580 3.4927
C 2.149115 1.996963 3.417371 -0.102 0.045 -0.182 -1.9791
C 2.390515 -0.465937 3.679371 -0.161 -0.120 -0.218 -1.4324
H -1.276285 1.981463 5.384171 -0.029 0.054 0.092 0.4628
H 0.107815 0.931563 5.118571 0.081 -0.052 0.133 0.3245
H -1.526985 0.320163 4.879871 -0.073 -0.080 -0.010 0.2828
H -0.265985 2.598563 3.269971 -0.018 -0.127 -0.026 0.7424
H -3.023885 1.401963 3.296971 -0.058 -0.082 -0.004 0.3872
H -2.376285 2.015363 1.772071 -0.109 0.059 0.044 0.5364
H -2.507085 3.068663 3.175171 -0.029 0.112 0.005 0.4643
H -0.501985 -1.637337 1.301271 0.019 0.095 0.098 -0.6027
H -2.596785 -0.747237 3.295271 -0.062 0.072 0.104 0.2901
H -2.696085 -1.990837 2.064471 0.020 -0.081 -0.043 0.5834
H -2.600185 -0.302637 1.580271 -0.180 0.065 -0.006 0.3562
H -0.253985 -1.583337 4.347071 0.015 -0.002 0.156 0.2324
H 0.707215 -2.516837 3.192571 0.062 -0.038 0.065 0.2475
H -0.975285 -2.912637 3.458771 -0.083 -0.032 -0.035 0.5241
H 2.426615 0.606663 1.835971 -0.080 -0.014 0.123 -1.7192
H 1.713615 2.082563 4.407371 -0.108 0.000 0.081 0.4440
H 1.801715 2.822763 2.800271 0.024 0.138 0.036 0.2571
H 3.226315 2.097663 3.529271 0.028 0.017 0.007 0.5651
H 1.810615 -0.569137 4.591271 -0.016 -0.072 0.074 0.2646
H 3.407815 -0.199937 3.965871 0.050 0.047 0.014 0.5044
H 2.434115 -1.426137 3.171671 -0.012 -0.095 0.076 0.1371
Cl 3.911515 2.469363 0.870571 0.575 -0.546 0.294 -0.3227
C 2.738415 3.623663 0.407971 -0.555 0.031 -0.132 1.4607
C 1.588715 3.230263 -0.274029 -1.924 0.386 0.547 -2.1881
C 0.915115 4.262963 -0.930429 0.372 0.111 0.462 1.3897
Cl -0.189485 3.869163 -2.179929 0.183 0.128 -0.508 -0.1198
C 1.159615 5.612563 -0.677729 0.158 0.011 -0.107 0.3004
Cl 0.181915 6.819263 -1.414129 0.134 -0.050 0.086 -0.1275
C 2.216915 5.967663 0.162771 0.063 -0.135 0.000 -0.0237
Cl 2.535715 7.613463 0.502971 -0.014 -0.061 0.009 -0.1616
C 3.054815 4.960763 0.655871 -0.195 0.386 -0.212 0.3388
Cl 4.458315 5.384863 1.553671 -0.127 -0.040 -0.074 -0.1645
C 1.432215 -2.441737 -2.731529 0.090 0.157 0.180 -1.4229
C 0.829315 -1.298337 -2.226329 0.089 -0.246 -0.267 -0.7871
N 0.904915 -0.964337 -0.943429 -0.932 0.372 0.390 4.1480
C 1.523315 -1.788037 -0.108429 0.283 -0.700 -0.054 -1.2402
C 2.035915 -3.025437 -0.494129 -0.040 0.582 -0.235 0.1572
C 2.033715 -3.325637 -1.856529 0.081 0.442 0.036 -0.5553
C 2.507415 -3.957137 0.525671 0.059 -0.428 0.234 -1.1255
C 2.201915 -5.258637 0.594471 0.317 0.510 0.264 -0.9181
C 1.314515 -6.006437 -0.285829 -0.426 -1.028 -0.272 0.9218
C 1.221815 -7.397737 -0.164329 0.024 0.523 -0.086 -0.7905
C 0.331215 -8.038337 -1.010229 0.237 0.062 0.266 -0.2575
N -0.383685 -7.368937 -1.892829 -0.774 -0.522 -0.777 -0.5986
C -0.235885 -6.062337 -1.954529 0.254 -0.278 0.386 -0.2335
N 0.567715 -5.363937 -1.184129 -0.020 0.646 0.184 -0.1725
H 1.411015 -2.637837 -3.791029 -0.069 -0.011 -0.129 0.6439
H 0.272115 -0.640537 -2.874629 0.045 -0.011 0.027 -0.3498
H 1.591515 -1.483237 0.928071 0.008 -0.032 0.094 -0.2560
H 2.502515 -4.227037 -2.217329 0.035 -0.027 -0.002 0.6388
H 3.118515 -3.528737 1.310871 0.081 -0.051 0.110 0.4661
H 2.602915 -5.844437 1.410571 0.137 0.052 0.073 0.3669
H 1.820615 -7.936737 0.549571 0.053 -0.114 0.128 0.4244
H 0.182615 -9.108937 -0.979829 0.043 -0.092 0.033 0.4058
H -0.813485 -5.521637 -2.692429 -0.101 0.025 -0.098 0.5746
```
Positions in Å, forces in eV/Å.

The highest occupied orbital energy (spin up / spin down) comes out at -12.90 / -12.89 eV. The frontier orbital gap (spin up / spin down) comes out at 5.86 / 5.85 eV. As for the total charge: +2.

Computed, not measured: 2 unconnected molecules or ions with the total composition C4H14N3O in a non-equilibrium geometry, with ωB97M-V/def2-TZVPD.

Geometry as XYZ:
```
22
Properties=species:S:1:pos:R:3:forces:R:3:lowdin_spin:R:1
C -1.282703 -0.885958 -1.334596 -0.324 -1.321 -0.544 0.0111
C -1.439858 -0.217217 0.028411 0.290 0.768 0.312 0.0420
C -0.118105 0.152560 0.681871 0.772 -0.770 -0.245 0.0921
C 0.866611 -0.756869 0.748069 0.052 0.364 0.410 0.0349
N 2.146591 -0.590843 1.194967 0.066 0.851 0.041 0.0330
N 0.092669 1.471983 1.288684 -0.399 0.911 -0.578 0.1791
N -2.065294 -2.132169 -1.350997 0.164 -0.302 0.564 0.0015
H -0.259689 -1.212471 -1.495791 0.251 0.282 0.083 0.0021
H -1.538474 -0.282828 -2.203984 -0.082 0.651 0.216 0.0062
H -1.952227 -0.898454 0.704418 -0.171 -0.246 -0.003 0.0059
H -2.079157 0.662103 -0.039652 0.047 0.060 -0.042 0.0283
H 0.647402 -1.739671 0.399965 -0.195 -0.618 -0.262 0.0011
H 2.456773 0.350377 1.365373 0.199 -0.043 0.148 0.0280
H 2.789632 -1.313909 1.448875 -0.308 -0.313 -0.152 0.0030
H -0.277564 2.256585 0.664059 -0.368 -0.200 0.132 0.1546
H 1.069143 1.797812 1.349936 0.149 -0.440 0.048 0.0742
H -0.334697 1.593725 2.229544 -0.113 -0.063 0.119 0.1275
H -2.954304 -2.063977 -0.889420 -0.261 0.169 -0.051 0.0003
H -2.178249 -2.587431 -2.241197 0.059 0.231 -0.207 0.0002
H 1.450279 2.234308 -1.184788 -0.506 0.182 0.087 0.0528
H 2.868607 1.901136 -0.902903 0.465 -0.079 0.143 0.0249
O 2.092623 2.261216 -0.460852 0.213 -0.074 -0.219 0.0971
```
Positions in Å, forces in eV/Å.

The highest occupied orbital energy (spin up / spin down) comes out at -3.28 / -8.41 eV. The multiplicity is 2. The frontier orbital gap (spin up / spin down) comes out at 4.18 / 8.91 eV.